Below is C17H19N2O4PtS3 as an isolated structure in a non-equilibrium geometry, with properties calculated with ωB97M-V/def2-TZVPD.

The geometry in XYZ format:
```
46
Properties=species:S:1:pos:R:3
Pt -0.111 0.120 -1.029
S -0.927 -1.883 1.580
S 1.723 -1.791 -1.537
S 0.853 1.878 1.281
O 1.489 0.764 0.414
O -0.625 -0.843 2.513
O -2.295 -2.252 1.378
O 0.078 1.433 -2.586
N -2.040 0.239 -1.722
N -0.238 -1.520 0.097
C 0.081 -4.200 2.826
C -3.144 0.037 -0.987
C -2.139 0.860 -2.903
C -3.338 1.332 -3.381
C -4.488 1.120 -2.631
C 2.233 2.422 2.338
C 2.367 3.904 0.399
C 0.939 3.387 0.280
C 0.109 -3.290 1.792
C 1.013 -3.368 0.747
C -0.851 1.011 -3.610
C 1.023 -5.224 2.788
C 1.950 -4.382 0.714
C -4.388 0.456 -1.424
C 1.944 -5.312 1.748
C 0.814 -2.267 -0.214
C 2.682 3.813 1.886
H 0.207 4.081 0.701
H 1.040 -5.961 3.581
H 2.667 -6.117 1.747
H 0.623 3.119 -0.725
H -0.509 0.049 -3.992
H -0.898 1.743 -4.410
H 0.971 1.355 -2.935
H 2.116 4.575 2.425
H 2.461 4.919 0.016
H 2.986 1.650 2.167
H 1.910 2.375 3.376
H -3.014 -0.488 -0.050
H 3.039 3.262 -0.174
H -5.447 1.474 -2.988
H -0.636 -4.123 3.635
H -3.375 1.843 -4.334
H -5.256 0.272 -0.806
H 2.663 -4.442 -0.100
H 3.736 3.971 2.108
```

highest occupied orbital energy = -10.68 eV
energy above the lowest of the compared OMol25 structures with the same formula, charge and spin = 0.662 eV
electronic energy = -64852.9723 eV
maximum force = 1.5 eV Å⁻¹
total charge = +1
2S+1 = 1